Entry 1:
{"formula": "C33H57BeN3O5Si", "method": "ωB97M-V/def2-TZVPD", "species": ["O", "O", "C", "C", "H", "H", "H", "H", "H", "C", "C", "H", "H", "H", "H", "H", "C", "C", "C", "H", "H", "H", "H", "H", "C", "H", "H", "H", "H", "H", "H", "N", "C", "C", "C", "C", "H", "H", "H", "C", "H", "H", "H", "N", "C", "C", "C", "C", "H", "C", "H", "C", "H", "C", "C", "C", "C", "C", "C", "H", "C", "H", "C", "H", "C", "C", "Be", "H", "H", "H", "H", "H", "H", "H", "H", "H", "H", "H", "H", "H", "C", "Si", "H", "H", "C", "C", "C", "H", "H", "H", "H", "H", "H", "H", "H", "H", "O", "N", "O", "O"], "coordinates": [[-2.444, 1.980, -0.810], [-0.910, 3.909, -1.168], [-3.046, 1.591, -2.123], [-4.108, 0.546, -1.911], [-2.197, 1.216, -2.698], [-3.447, 2.501, -2.588], [-3.710, -0.369, -1.452], [-4.506, 0.281, -2.896], [-4.951, 0.920, -1.319], [-3.433, 2.614, 0.155], [-4.115, 3.820, -0.427], [-2.818, 2.848, 1.026], [-4.118, 1.794, 0.376], [-3.402, 4.537, -0.854], [-4.681, 4.342, 0.355], [-4.838, 3.537, -1.199], [-0.215, 4.481, -0.038], [-0.442, 4.281, -2.478], [-0.971, 5.654, 0.536], [0.791, 4.779, -0.367], [-0.118, 3.668, 0.692], [-1.045, 6.469, -0.195], [-0.432, 6.037, 1.408], [-1.981, 5.368, 0.856], [-0.910, 5.666, -2.865], [-0.835, 3.519, -3.159], [0.654, 4.213, -2.486], [-1.981, 5.809, -2.666], [-0.743, 5.819, -3.935], [-0.346, 6.435, -2.327], [-1.699, 2.693, -0.972], [0.264, -2.740, -0.019], [1.361, -3.495, -0.022], [2.591, -3.010, 0.449], [2.802, -1.802, 1.119], [1.369, -4.899, -0.568], [1.163, -4.915, -1.649], [0.633, -5.527, -0.051], [2.364, -5.329, -0.402], [4.227, -1.448, 1.462], [4.417, -1.555, 2.539], [4.464, -0.417, 1.161], [4.894, -2.129, 0.921], [1.791, -1.026, 1.521], [-0.991, -3.256, -0.453], [-1.395, -3.072, -1.795], [-0.572, -2.353, -2.815], [-2.562, -3.678, -2.256], [-2.830, -3.549, -3.304], [-3.343, -4.464, -1.417], [-4.260, -4.920, -1.788], [-2.932, -4.679, -0.104], [-3.502, -5.329, 0.563], [-1.770, -4.084, 0.386], [-1.366, -4.412, 1.792], [1.832, -0.393, 2.784], [2.083, 0.997, 2.873], [2.412, 1.813, 1.666], [2.214, 1.616, 4.114], [2.466, 2.679, 4.144], [2.040, 0.882, 5.283], [2.094, 1.380, 6.250], [1.841, -0.494, 5.202], [1.745, -1.096, 6.101], [1.797, -1.151, 3.977], [1.799, -2.647, 3.987], [0.364, -1.074, 0.516], [-1.116, -1.474, -3.195], [-0.386, -3.009, -3.681], [0.387, -2.023, -2.409], [-0.284, -4.375, 1.947], [-1.716, -5.422, 2.056], [-1.813, -3.725, 2.526], [2.196, 2.877, 1.834], [1.867, 1.494, 0.776], [3.489, 1.755, 1.437], [1.108, -3.068, 3.243], [1.491, -2.999, 4.979], [2.800, -3.066, 3.798], [3.458, -3.648, 0.300], [0.409, 0.250, -0.888], [1.868, 0.279, -2.077], [-0.530, 0.041, -1.431], [0.247, 1.253, -0.456], [1.141, 0.696, -3.770], [2.903, -1.272, -2.330], [3.050, 1.641, -1.541], [2.510, 2.551, -1.248], [3.719, 1.908, -2.371], [3.685, 1.337, -0.699], [0.291, 0.052, -4.025], [1.906, 0.561, -4.546], [0.798, 1.738, -3.805], [2.335, -2.204, -2.415], [3.630, -1.416, -1.521], [3.473, -1.167, -3.265], [-0.875, -4.391, 4.944], [-1.454, -3.413, 5.432], [-2.188, -2.619, 4.826], [-0.906, -0.523, 0.936]], "homo_energy_ev": [-6.259, -6.002], "e_tot_ha": -2136.15419, "charge": 0, "relative_energy_kcal_mol": 82.6}


Entry 2:
{"formula": "Cl3H2LiO", "method": "ωB97M-V/def2-TZVPD", "species": ["Li", "Cl", "Cl", "Cl", "O", "H", "H"], "coordinates": [[0.562, 0.073, 0.175], [0.965, -0.534, 2.013], [1.180, -0.342, -1.592], [0.876, 1.948, 0.448], [-0.972, -0.332, -0.031], [-1.332, 0.344, -0.604], [-1.279, -1.156, -0.409]], "homo_energy_ev": 0.455, "e_tot_ha": -1464.62572, "charge": -2, "relative_energy_kcal_mol": 70.6}


Entry 3:
{"formula": "C40H101N10O16Sr", "method": "ωB97M-V/def2-TZVPD", "species": ["Sr", "C", "C", "O", "O", "H", "H", "H", "C", "O", "N", "N", "H", "H", "H", "H", "C", "O", "N", "N", "H", "H", "H", "H", "C", "O", "C", "C", "N", "C", "C", "O", "C", "H", "H", "H", "H", "H", "H", "H", "H", "H", "H", "H", "H", "H", "H", "H", "C", "O", "C", "C", "N", "C", "C", "O", "C", "H", "H", "H", "H", "H", "H", "H", "H", "H", "H", "H", "H", "H", "H", "H", "C", "O", "C", "C", "N", "C", "C", "O", "C", "H", "H", "H", "H", "H", "H", "H", "H", "H", "H", "H", "H", "H", "H", "H", "C", "O", "C", "C", "N", "C", "C", "O", "C", "H", "H", "H", "H", "H", "H", "H", "H", "H", "H", "H", "H", "H", "H", "H", "C", "O", "C", "C", "N", "C", "C", "O", "C", "H", "H", "H", "H", "H", "H", "H", "H", "H", "H", "H", "H", "H", "H", "H", "C", "O", "C", "C", "N", "C", "C", "O", "C", "H", "H", "H", "H", "H", "H", "H", "H", "H", "H", "H", "H", "H", "H", "H"], "coordinates": [[-0.816, -4.967, 1.229], [-0.105, -0.528, 0.718], [-0.441, -2.010, 0.731], [-0.857, -2.582, 1.783], [-0.239, -2.655, -0.325], [0.332, -0.207, -0.227], [0.720, -0.375, 1.422], [-0.930, 0.134, 0.979], [3.443, -1.073, -1.712], [4.486, -0.517, -2.049], [2.363, -1.264, -2.542], [3.233, -1.487, -0.450], [2.333, -1.102, -3.529], [1.497, -1.593, -2.145], [2.359, -1.857, -0.139], [4.009, -1.351, 0.173], [0.496, -5.100, 4.340], [-0.601, -5.257, 3.774], [1.190, -6.091, 4.944], [0.993, -3.833, 4.448], [1.992, -5.754, 5.449], [0.718, -6.908, 5.287], [0.422, -3.064, 4.141], [1.900, -3.772, 4.872], [3.035, -0.693, 3.369], [3.938, -0.796, 2.316], [5.189, -0.198, 2.576], [6.221, -0.522, 1.503], [6.659, -1.912, 1.675], [7.816, -2.113, 0.794], [8.456, -3.504, 0.798], [9.703, -3.304, 0.160], [10.382, -4.513, -0.097], [3.458, -0.948, 4.353], [2.205, -1.374, 3.171], [2.639, 0.311, 3.576], [5.584, -0.506, 3.553], [5.087, 0.894, 2.632], [7.006, 0.240, 1.570], [5.809, -0.471, 0.493], [6.823, -2.252, 2.610], [8.646, -1.478, 1.139], [7.660, -1.779, -0.231], [7.802, -4.170, 0.227], [8.578, -3.837, 1.832], [11.418, -4.319, -0.346], [9.883, -5.057, -0.915], [10.225, -5.246, 0.705], [-1.704, -5.002, -2.185], [-2.237, -5.071, -0.883], [-3.567, -4.749, -0.621], [-3.752, -4.041, 0.750], [-3.342, -5.005, 1.789], [-3.742, -4.626, 3.140], [-3.846, -5.831, 4.049], [-4.891, -6.658, 3.554], [-5.062, -7.959, 4.099], [-2.096, -5.753, -2.881], [-0.657, -5.314, -2.214], [-1.795, -4.010, -2.622], [-4.144, -5.678, -0.656], [-3.899, -3.985, -1.333], [-4.827, -3.855, 0.833], [-3.152, -3.144, 0.903], [-3.955, -5.815, 1.660], [-4.713, -4.115, 3.138], [-3.079, -3.933, 3.667], [-4.201, -5.500, 5.033], [-2.941, -6.425, 4.208], [-5.430, -8.526, 3.252], [-5.688, -7.928, 4.996], [-4.138, -8.345, 4.548], [2.646, 8.634, 0.087], [3.076, 7.539, -0.704], [2.341, 7.396, -1.913], [2.323, 5.957, -2.408], [1.646, 5.024, -1.505], [1.474, 3.732, -2.115], [1.592, 2.662, -1.007], [2.707, 2.778, -0.148], [4.000, 2.486, -0.692], [3.384, 9.010, 0.791], [1.705, 8.407, 0.591], [2.474, 9.462, -0.612], [2.743, 8.117, -2.634], [1.332, 7.802, -1.773], [3.314, 5.552, -2.646], [1.809, 6.047, -3.370], [2.272, 4.982, -0.708], [2.238, 3.424, -2.849], [0.540, 3.589, -2.666], [1.572, 1.679, -1.500], [0.777, 2.662, -0.283], [4.040, 1.731, -1.479], [4.574, 2.326, 0.216], [4.340, 3.384, -1.227], [1.871, 4.319, 4.948], [2.519, 3.318, 4.186], [1.973, 3.027, 2.896], [0.480, 2.849, 2.817], [-0.187, 4.156, 2.785], [-0.018, 4.892, 1.533], [-1.086, 6.036, 1.531], [-2.351, 5.588, 1.893], [-3.329, 6.622, 1.972], [0.814, 4.066, 5.040], [1.973, 5.346, 4.589], [2.301, 4.276, 5.950], [2.436, 2.071, 2.627], [2.416, 3.690, 2.151], [0.230, 2.241, 3.694], [0.211, 2.195, 1.974], [-1.178, 4.019, 2.941], [-0.325, 4.275, 0.683], [0.999, 5.254, 1.429], [-1.048, 6.373, 0.486], [-0.652, 6.841, 2.134], [-3.074, 7.391, 2.700], [-4.222, 6.099, 2.316], [-3.515, 6.972, 0.955], [-1.427, -0.641, -2.633], [-2.221, -0.635, -3.816], [-1.577, -0.058, -4.917], [-2.574, 0.020, -6.078], [-1.851, 0.352, -7.313], [-2.573, 0.043, -8.537], [-2.941, -1.448, -8.688], [-2.928, -1.737, -10.059], [-2.590, -3.044, -10.475], [-2.116, -0.981, -1.856], [-1.202, 0.393, -2.362], [-0.640, -1.385, -2.743], [-0.658, -0.545, -5.259], [-1.261, 0.988, -4.779], [-3.381, 0.732, -5.884], [-3.037, -0.963, -6.183], [-1.705, 1.356, -7.309], [-1.971, 0.281, -9.418], [-3.461, 0.650, -8.766], [-3.985, -1.560, -8.369], [-2.276, -2.039, -8.051], [-2.737, -3.095, -11.549], [-3.172, -3.746, -9.870], [-1.528, -3.258, -10.298], [-2.500, 3.365, -0.874], [-2.381, 2.333, 0.113], [-3.072, 2.548, 1.347], [-4.489, 1.996, 1.205], [-4.507, 0.614, 0.709], [-4.342, -0.454, 1.734], [-5.494, -0.551, 2.740], [-6.574, -1.278, 2.186], [-7.272, -0.607, 1.152], [-2.069, 4.286, -0.466], [-3.544, 3.636, -1.044], [-1.850, 3.002, -1.664], [-3.095, 3.573, 1.723], [-2.530, 1.966, 2.099], [-5.109, 2.659, 0.600], [-4.918, 2.067, 2.213], [-3.623, 0.568, 0.209], [-3.369, -0.248, 2.202], [-4.305, -1.359, 1.133], [-5.856, 0.364, 3.211], [-4.972, -1.074, 3.549], [-7.260, 0.472, 1.322], [-8.277, -1.023, 1.098], [-6.796, -0.804, 0.186]], "homo_energy_ev": -9.941, "e_tot_ha": -3366.42319, "charge": 1}


Entry 4:
{"formula": "C20H23N5O2S", "method": "ωB97M-V/def2-TZVPD", "species": ["C", "C", "O", "N", "C", "C", "N", "C", "C", "N", "C", "C", "C", "N", "C", "O", "C", "C", "C", "C", "S", "C", "C", "C", "N", "C", "C", "C", "H", "H", "H", "H", "H", "H", "H", "H", "H", "H", "H", "H", "H", "H", "H", "H", "H", "H", "H", "H", "H", "H", "H"], "coordinates": [[3.915, -7.459, 1.326], [3.346, -6.382, 0.423], [3.188, -6.565, -0.769], [3.042, -5.196, 1.004], [3.073, -4.882, 2.413], [1.641, -4.583, 2.896], [0.986, -3.533, 2.141], [1.453, -2.191, 2.470], [0.605, -1.153, 1.819], [1.075, -0.237, 1.018], [-0.003, 0.528, 0.657], [-0.081, 1.638, -0.172], [-1.324, 2.225, -0.357], [-1.381, 3.345, -1.195], [-2.448, 4.120, -1.536], [-3.590, 3.955, -1.149], [-2.119, 5.230, -2.449], [-3.022, 6.140, -2.929], [-2.443, 7.097, -3.784], [-1.107, 6.909, -3.949], [-0.527, 5.560, -3.063], [-2.470, 1.714, 0.272], [-2.404, 0.612, 1.096], [-1.165, 0.021, 1.285], [-0.743, -1.060, 2.019], [-1.565, -1.905, 2.838], [1.032, -3.837, 0.718], [2.446, -4.138, 0.210], [3.185, -7.766, 2.072], [4.160, -8.316, 0.704], [4.818, -7.113, 1.823], [3.490, -5.703, 2.990], [3.704, -3.998, 2.563], [1.655, -4.310, 3.953], [1.037, -5.489, 2.779], [2.490, -1.989, 2.167], [1.386, -2.078, 3.559], [0.805, 2.025, -0.652], [-0.486, 3.604, -1.591], [-4.062, 6.105, -2.663], [-2.994, 7.890, -4.256], [-0.418, 7.481, -4.539], [-3.414, 2.204, 0.100], [-3.293, 0.232, 1.576], [-1.724, -1.455, 3.822], [-2.533, -2.045, 2.357], [-1.076, -2.871, 2.951], [0.614, -2.995, 0.164], [0.398, -4.715, 0.554], [2.416, -4.476, -0.826], [3.071, -3.241, 0.276]], "homo_energy_ev": -7.942, "e_tot_ha": -1598.42415, "charge": 0, "smiles": "CC(=O)N1CCN(Cc2nc3cc(NC(=O)c4cccs4)ccc3n2C)CC1", "relative_energy_kcal_mol": 0.0}


Entry 5:
{"formula": "C4H7Br3O", "method": "ωB97M-V/def2-TZVPD", "species": ["C", "C", "C", "C", "O", "Br", "Br", "Br", "H", "H", "H", "H", "H", "H", "H"], "coordinates": [[-1.309, 1.339, -0.995], [1.694, -0.303, 0.589], [0.496, -0.887, -0.019], [-1.040, 0.647, 0.369], [-0.051, -1.934, 0.587], [3.174, -1.381, -0.398], [-0.118, 1.761, 1.726], [-2.485, -0.409, 1.040], [-0.454, 1.196, -1.731], [-2.089, 0.691, -1.360], [-1.545, 2.352, -0.938], [1.679, -0.476, 1.699], [2.032, 0.826, 0.549], [0.396, -0.821, -1.119], [-0.382, -2.600, -0.001]], "homo_energy_ev": -8.419, "e_tot_ha": -7953.78960, "charge": 0, "relative_energy_kcal_mol": 47.5}


Entry 6:
{"formula": "C30H29Cl2N4OW", "method": "ωB97M-V/def2-TZVPD", "species": ["W", "C", "C", "N", "N", "C", "O", "C", "C", "C", "C", "C", "C", "C", "C", "C", "C", "C", "N", "H", "H", "H", "H", "H", "H", "H", "H", "H", "H", "H", "H", "C", "C", "C", "C", "C", "C", "C", "C", "C", "C", "H", "H", "H", "H", "H", "H", "H", "H", "H", "H", "H", "H", "H", "H", "Cl", "C", "C", "C", "C", "C", "Cl", "C", "N", "H", "H", "H"], "coordinates": [[-0.435, -0.721, 0.618], [0.989, 3.423, 0.583], [0.761, 1.976, 0.853], [-0.101, 1.221, 0.148], [-0.859, 1.800, -0.862], [-1.772, 0.968, -1.256], [-1.911, -0.222, -0.694], [-2.655, 1.310, -2.385], [-2.555, 2.543, -3.027], [-3.385, 2.829, -4.097], [-4.315, 1.890, -4.532], [-4.416, 0.664, -3.893], [-3.588, 0.372, -2.820], [1.425, 1.241, 1.869], [2.393, 1.774, 2.732], [2.965, 0.977, 3.687], [2.569, -0.366, 3.797], [1.620, -0.844, 2.938], [1.052, -0.073, 1.981], [0.449, 3.723, -0.309], [2.053, 3.628, 0.443], [0.643, 4.036, 1.420], [-1.829, 3.266, -2.679], [-3.309, 3.787, -4.596], [-4.961, 2.118, -5.370], [-5.142, -0.066, -4.229], [-3.661, -0.580, -2.310], [2.670, 2.814, 2.628], [3.713, 1.380, 4.358], [2.989, -1.020, 4.548], [1.273, -1.866, 2.987], [4.332, 0.602, -2.865], [3.600, 0.790, -1.530], [4.587, 0.729, -0.369], [2.453, -0.191, -1.409], [2.370, -1.133, -0.415], [1.258, -2.013, -0.296], [0.224, -1.980, -1.263], [-0.772, -3.114, -1.416], [0.360, -1.029, -2.312], [1.415, -0.164, -2.372], [5.160, 1.309, -2.940], [3.681, 0.763, -3.725], [4.742, -0.409, -2.934], [3.145, 1.788, -1.536], [5.125, -0.224, -0.357], [4.097, 0.860, 0.599], [5.330, 1.520, -0.476], [3.156, -1.215, 0.324], [1.357, -2.888, 0.334], [-1.745, -2.894, -0.985], [-0.393, -4.016, -0.938], [-0.921, -3.315, -2.476], [-0.406, -0.996, -3.077], [1.459, 0.553, -3.184], [-2.084, 0.501, 2.326], [-2.671, -0.946, 3.118], [-3.629, -0.895, 4.103], [-4.045, -2.101, 4.653], [-3.507, -3.303, 4.215], [-2.543, -3.314, 3.222], [-1.868, -4.807, 2.675], [-2.099, -2.129, 2.645], [-1.164, -2.029, 1.630], [-4.043, 0.048, 4.431], [-4.798, -2.101, 5.429], [-3.834, -4.240, 4.642]], "homo_energy_ev": [-9.328, -11.073], "e_tot_ha": -2442.15793, "multiplicity": 3, "charge": 1, "relative_energy_kcal_mol": 13.3, "s_squared": 2.02}